C4H10NO3 | ωB97M-V/def2-TZVPD

The geometry in XYZ format:
```
18
C4H10NO3 | the Open Molecules 2025 dataset | ωB97M-V/def2-TZVPD
O -1.7077 2.8989 -0.4140
C -1.4821 1.7319 -0.1938
C -0.3554 1.2195 0.6933
C 0.9336 1.1016 -0.1464
N -0.8275 -0.0147 1.2876
C -0.7187 -1.2330 0.3746
O 0.3899 -1.9370 0.6195
H -2.1130 0.9402 -0.6382
H -0.2334 1.9905 1.4582
H 0.7619 1.1902 -1.2246
H 1.3760 0.1054 0.0026
H 1.7202 1.8034 0.1398
H -0.2090 -0.3151 2.0367
H -1.6596 -1.7777 0.5451
H -0.7463 -0.8353 -0.6700
H 1.6578 -1.5938 -1.5856
H 1.3251 -2.7494 -0.7546
O 1.8882 -2.5255 -1.5303
```

Summary:
Relative energy (zero: lowest compared OMol25 entry of this formula, charge and spin) ... 61.67 kcal/mol
Total charge ... -1
Max |F| ... 0.92 eV Å⁻¹
Kohn-Sham gap ... 7.323 eV
E_HOMO ... -3.551 eV
E ... -438.8870 Ha
2S+1 ... 1

---

C19H27FN4O | ωB97M-V/def2-TZVPD

The geometry in XYZ format:
```
52
C19H27FN4O | the Open Molecules 2025 dataset | ωB97M-V/def2-TZVPD
C -3.6485 -2.7978 -0.8017
C -3.7604 -1.2863 -1.0050
N -3.7333 -0.5722 0.2644
C -5.0169 -0.0110 0.6437
C -6.0371 -1.0930 0.9825
C -2.6308 0.3460 0.4473
C -2.4744 1.4740 -0.6091
C -1.0342 1.3109 -1.1270
N -0.2894 0.6082 -0.0906
C 0.2387 1.5016 0.9403
C 1.2760 2.4185 0.3851
C 1.1406 3.7994 0.1685
N 2.2506 4.3261 -0.3103
N 3.1112 3.3197 -0.3996
C 2.5834 2.1342 -0.0016
C 3.3430 0.8987 -0.0040
C 2.7063 -0.3347 -0.1604
C 3.4355 -1.5008 -0.1575
C 4.8266 -1.5100 -0.0024
O 5.4071 -2.7344 -0.0201
C 6.8059 -2.8591 0.1247
C 5.4451 -0.2692 0.1498
F 6.7921 -0.1559 0.3108
C 4.7261 0.9104 0.1494
C -1.2479 -0.3530 0.4283
H -2.7311 -3.0402 -0.2724
H -3.6424 -3.3027 -1.7654
H -4.4830 -3.1709 -0.2167
H -2.9341 -0.9586 -1.6424
H -4.6897 -1.0643 -1.5451
H -4.8615 0.6048 1.5333
H -5.4305 0.6436 -0.1453
H -6.9346 -0.6337 1.3903
H -5.6215 -1.7711 1.7227
H -6.3165 -1.6633 0.1011
H -2.7711 0.7940 1.4367
H -2.6125 2.4538 -0.1523
H -3.2037 1.3726 -1.4112
H -0.5550 2.2593 -1.3664
H -1.0201 0.6820 -2.0227
H -0.5509 2.1089 1.4094
H 0.6919 0.8691 1.7105
H 0.2827 4.4168 0.3497
H 4.0325 3.4804 -0.7742
H 1.6362 -0.3564 -0.3008
H 2.9503 -2.4560 -0.2799
H 7.3427 -2.3520 -0.6811
H 7.1490 -2.4726 1.0877
H 7.0057 -3.9284 0.0737
H 5.2729 1.8294 0.2967
H -0.9534 -0.7111 1.4136
H -1.2675 -1.2037 -0.2552
```

Summary:
Relative energy (zero: lowest compared OMol25 entry of this formula, charge and spin) ... 43.19 kcal/mol
Total charge ... 0
Max |F| ... 0.89 eV Å⁻¹
SMILES ... CCN(CC)[C@@H]1CCN(Cc2cn[nH]c2-c2ccc(OC)c(F)c2)C1
Kohn-Sham gap ... 8.863 eV
E_HOMO ... -8.057 eV
E ... -1134.2813 Ha
2S+1 ... 1

---

B4CaH16 | ωB97M-V/def2-TZVPD

The geometry in XYZ format:
```
21
B4CaH16 | the Open Molecules 2025 dataset | ωB97M-V/def2-TZVPD
Ca 0.2302 -0.3221 -0.1022
B 1.4185 2.0100 0.0607
H 0.4287 1.9623 0.6132
H 2.1069 2.7308 0.6677
H 1.8547 0.9815 -0.1063
H 1.2402 2.5720 -0.9443
B 1.2095 -2.5257 0.0043
H 1.9780 -1.7568 0.3147
H 0.3305 -2.3417 0.6829
H 0.9469 -2.3084 -1.0697
H 1.5437 -3.6339 0.1004
B -1.4432 0.4559 -1.7589
H -1.3854 1.2627 -0.9675
H -0.4215 0.4724 -2.2562
H -1.6112 -0.5861 -1.3501
H -2.2891 0.6202 -2.5418
B -1.2354 0.0911 1.7472
H -0.1397 -0.0264 1.9975
H -1.9091 -0.0988 2.6768
H -1.4656 1.1075 1.3011
H -1.3876 -0.6664 0.9304
```

Summary:
Relative energy (zero: lowest compared OMol25 entry of this formula, charge and spin) ... 0.00 kcal/mol
Total charge ... -2
Max |F| ... 2.74 eV Å⁻¹
Kohn-Sham gap ... 8.167 eV
E_HOMO ... -2.396 eV
E ... -786.4676 Ha
2S+1 ... 1

---

C4H11NO3 | ωB97M-V/def2-TZVPD

The geometry in XYZ format:
```
19
C4H11NO3 | the Open Molecules 2025 dataset | ωB97M-V/def2-TZVPD
C 0.7246 0.3906 1.8812
C 1.4158 -0.5831 0.9982
O 1.7351 -0.3967 -0.1446
H 0.6651 1.3743 1.4241
H -0.2807 0.0079 2.0677
H 1.2315 0.4474 2.8437
H 1.6355 -1.5504 1.4886
N -0.6738 -2.3031 -0.7906
C -1.3614 -1.3989 -0.0805
O -1.6659 -1.5137 1.0800
H -0.3898 -2.1090 -1.7375
H -0.3463 -3.1465 -0.3410
H -1.6421 -0.5261 -0.6858
C -0.3498 2.1984 -1.2976
O -0.0440 0.9506 -1.8647
H -1.0158 2.7082 -1.9904
H 0.5474 2.8159 -1.1610
H -0.8628 2.0901 -0.3361
H 0.6775 0.5441 -1.3538
```

Summary:
Relative energy (zero: lowest compared OMol25 entry of this formula, charge and spin) ... 35.23 kcal/mol
Total charge ... 0
Max |F| ... 1.01 eV Å⁻¹
SMILES ... CC=O.NC=O.CO
Kohn-Sham gap ... 10.852 eV
E_HOMO ... -9.928 eV
E ... -439.4698 Ha
2S+1 ... 1

---

C6H14O | ωB97M-V/def2-TZVPD

The geometry in XYZ format:
```
21
C6H14O | the Open Molecules 2025 dataset | ωB97M-V/def2-TZVPD
C -1.5425 -0.8212 -1.0560
C -1.1230 -0.3000 0.3190
C -2.2649 0.5008 0.9500
C 0.1630 0.5347 0.2819
C 1.4058 -0.1945 -0.2262
C 2.6432 0.7325 -0.2072
O 1.5671 -1.3473 0.5976
H -2.4859 -1.3726 -0.9768
H -0.7985 -1.5026 -1.4817
H -1.6992 0.0016 -1.7663
H -0.9147 -1.1663 0.9597
H -3.1731 -0.1100 1.0158
H -2.5067 1.3878 0.3486
H -2.0108 0.8388 1.9620
H 0.3768 0.8843 1.3011
H 0.0199 1.4406 -0.3278
H 1.2238 -0.4983 -1.2756
H 3.5020 0.2299 0.2536
H 2.4520 1.6525 0.3636
H 2.9261 1.0184 -1.2278
H 2.2396 -1.9091 0.1925
```

Summary:
Relative energy (zero: lowest compared OMol25 entry of this formula, charge and spin) ... 5.95 kcal/mol
Total charge ... 0
Max |F| ... 0.52 eV Å⁻¹
SMILES ... CC(C)C[C@@H](C)O
Kohn-Sham gap ... 11.203 eV
E_HOMO ... -10.246 eV
E ... -312.2455 Ha
2S+1 ... 1

---

C2H5N4O3 | ωB97M-V/def2-TZVPD

The geometry in XYZ format:
```
14
C2H5N4O3 | the Open Molecules 2025 dataset | ωB97M-V/def2-TZVPD
N -1.4240 0.6534 -0.9794
C -1.4327 0.4883 0.3671
N -1.9399 1.0535 1.3119
O -1.7177 0.8931 2.6481
C -0.9994 -0.1865 3.0694
O -0.6955 -0.3631 4.2045
O -0.6040 -1.1300 2.2088
N -0.3451 -0.8062 0.7661
N 1.0436 -0.2957 0.6565
H -1.8122 -0.1207 -1.4443
H -1.9277 1.4672 -1.2439
H 1.5767 -1.1652 0.8574
H 1.3045 0.4361 1.4492
H 1.3412 0.0058 -0.3193
```

Summary:
Relative energy (zero: lowest compared OMol25 entry of this formula, charge and spin) ... 11.85 kcal/mol
Total charge ... +1
Max |F| ... 5.14 eV Å⁻¹
SMILES ... NC1=NOC(=O)ON1[NH3+]
Kohn-Sham gap ... 10.593 eV
E_HOMO ... -14.902 eV
E ... -523.4905 Ha
2S+1 ... 1

---

C35H29N5O2P2Se2V | ωB97M-V/def2-TZVPD

The geometry in XYZ format:
```
76
C35H29N5O2P2Se2V | the Open Molecules 2025 dataset | ωB97M-V/def2-TZVPD
V -2.7050 -1.1723 -0.2204
Se 2.8961 2.5967 0.2740
P 2.9270 0.5122 0.0744
C 3.8963 -0.0906 -1.3323
C 4.3925 0.8173 -2.2606
C 5.1414 0.3678 -3.3385
C 5.4003 -0.9849 -3.4844
C 4.9141 -1.8933 -2.5516
C 4.1658 -1.4514 -1.4769
C 3.5393 -0.3800 1.5172
C 2.6958 -1.0422 2.4004
C 3.2168 -1.6490 3.5331
C 4.5791 -1.5967 3.7830
C 5.4242 -0.9343 2.9024
C 4.9077 -0.3256 1.7738
C 1.2816 -0.2095 -0.1967
C 0.0106 0.3073 -0.2700
N -0.8051 -0.7386 -0.5650
N -0.0552 -1.8500 -0.6214
N 1.1763 -1.5533 -0.3887
P -0.8540 1.8664 -0.0987
Se -2.9662 1.2811 0.1746
C -0.6697 2.8277 -1.5956
C 0.5441 2.8045 -2.2803
C 0.7016 3.5816 -3.4152
C -0.3391 4.3817 -3.8603
C -1.5458 4.4100 -3.1747
C -1.7175 3.6296 -2.0440
C -0.3135 2.7800 1.3304
C -0.1405 2.1064 2.5384
C 0.3073 2.8012 3.6450
C 0.5643 4.1633 3.5493
C 0.3749 4.8346 2.3523
C -0.0612 4.1447 1.2322
H 4.1997 1.8741 -2.1223
H 5.5305 1.0770 -4.0553
H 5.9905 -1.3342 -4.3200
H 5.1251 -2.9474 -2.6617
H 3.7911 -2.1615 -0.7527
H 1.6308 -1.0969 2.2094
H 2.5564 -2.1651 4.2152
H 4.9849 -2.0746 4.6631
H 6.4861 -0.8927 3.0970
H 5.5686 0.1969 1.0920
H 1.3704 2.2021 -1.9184
H 1.6408 3.5616 -3.9472
H -0.2115 4.9854 -4.7474
H -2.3552 5.0347 -3.5211
H -2.6643 3.6454 -1.5186
H -0.3349 1.0412 2.6087
H 0.4623 2.2829 4.5803
H 0.9180 4.7031 4.4162
H 0.5832 5.8921 2.2836
H -0.1740 4.6581 0.2874
C -7.5299 -1.3979 -0.3374
C -6.8273 -1.4098 0.8584
C -5.4555 -1.2572 0.8230
N -4.7826 -1.1168 -0.3284
C -5.4596 -1.1137 -1.4799
C -6.8341 -1.2415 -1.5261
H -8.6046 -1.5111 -0.3413
H -7.3286 -1.5318 1.8072
H -4.8670 -1.2553 1.7360
H -4.8666 -1.0120 -2.3822
H -7.3410 -1.2282 -2.4793
O -2.1424 -3.3452 2.8785
C -2.3077 -3.7228 1.7563
C -2.1933 -5.1417 1.2130
C -2.3693 -5.0192 -0.2997
C -2.6737 -3.5649 -0.4809
O -2.8768 -2.8926 -1.5101
N -2.6762 -2.8816 0.6855
H -2.9757 -5.7432 1.6791
H -1.2353 -5.5627 1.5114
H -3.1737 -5.6281 -0.7135
H -1.4616 -5.2473 -0.8627
```

Summary:
Relative energy (zero: lowest compared OMol25 entry of this formula, charge and spin) ... 0.00 kcal/mol
Total charge ... +1
Max |F| ... 0.64 eV Å⁻¹
Kohn-Sham gap (spin up / spin down) ... 6.395 / 6.981 eV
E_HOMO (spin up / spin down) ... -10.210 / -10.210 eV
E ... -8204.9153 Ha
Expectation value of S² ... 2.0141
2S+1 ... 3

---

C15H19CaINO5Te | ωB97M-V/def2-TZVPD

The geometry in XYZ format:
```
43
C15H19CaINO5Te | the Open Molecules 2025 dataset | ωB97M-V/def2-TZVPD
Ca 2.4977 -1.5207 -1.3433
O 0.8094 -0.7538 0.9850
C 0.4013 -1.9597 1.6141
C 0.2480 -3.0917 0.6131
N 1.4798 -3.4025 -0.1171
C 2.5661 -3.8193 0.7784
C 3.3476 -2.6612 1.4293
O 3.8803 -2.8841 2.5065
O 3.4029 -1.5488 0.7691
C 1.2314 -4.4213 -1.1456
C 2.3845 -4.5026 -2.1705
O 2.7568 -5.6234 -2.4957
O 2.8320 -3.3742 -2.5935
H 1.7764 -0.6904 1.0895
H -0.5716 -1.7789 2.0774
H 1.0961 -2.2340 2.4122
H -0.5125 -2.8104 -0.1175
H -0.1144 -3.9799 1.1577
H 3.2929 -4.3904 0.1941
H 2.2161 -4.4802 1.5788
H 0.3276 -4.1384 -1.6932
H 1.0727 -5.4176 -0.7195
I -0.5201 -0.4973 -2.6399
C 1.4165 0.5408 -2.3705
H 1.1280 1.3513 -1.6984
H 1.5624 0.9675 -3.3641
C -0.8683 2.3984 0.0016
Te -0.9259 1.6440 2.0069
C -2.2179 3.3337 2.3913
C -2.5236 3.9669 1.0581
C -3.4447 5.0089 0.9541
C -3.7241 5.5891 -0.2715
C -3.0812 5.1301 -1.4154
C -2.1637 4.0979 -1.3205
C -1.8770 3.5114 -0.0882
H -1.1036 1.5918 -0.6902
H 0.1347 2.7599 -0.2193
H -1.7271 4.0438 3.0567
H -3.1297 2.9897 2.8782
H -3.9489 5.3618 1.8469
H -4.4452 6.3943 -0.3387
H -3.2990 5.5727 -2.3793
H -1.6630 3.7268 -2.2073
```

Summary:
Relative energy (zero: lowest compared OMol25 entry of this formula, charge and spin) ... 0.00 kcal/mol
Total charge ... -1
Max |F| ... 0.44 eV Å⁻¹
Kohn-Sham gap ... 7.367 eV
E_HOMO ... -5.231 eV
E ... -2257.4528 Ha
2S+1 ... 1

---

C4H6F2 | ωB97M-V/def2-TZVPD

The geometry in XYZ format:
```
12
C4H6F2 | the Open Molecules 2025 dataset | ωB97M-V/def2-TZVPD
C -1.5797 -0.3848 0.1566
C -0.1589 -0.2654 0.6351
F -0.1093 0.1116 1.9432
C 0.5957 0.6644 -0.2672
C 1.7725 0.2667 -0.7371
F 2.6028 0.9566 -1.5153
H -2.1610 -0.8075 0.9610
H -1.9423 0.6429 -0.0045
H -1.7171 -0.9102 -0.8173
H 0.2908 -1.2607 0.6176
H 0.1982 1.6665 -0.4825
H 2.2084 -0.6801 -0.4896
```

Summary:
Relative energy (zero: lowest compared OMol25 entry of this formula, charge and spin) ... 9.42 kcal/mol
Total charge ... 0
Max |F| ... 2.15 eV Å⁻¹
SMILES ... C[C@H](F)/C=C/F
Kohn-Sham gap ... 11.265 eV
E_HOMO ... -10.159 eV
E ... -355.7097 Ha
2S+1 ... 1

---

H14NaO7 | ωB97M-V/def2-TZVPD

The geometry in XYZ format:
```
22
H14NaO7 | the Open Molecules 2025 dataset | ωB97M-V/def2-TZVPD
Na -0.3662 -0.3958 0.1030
O -2.6830 0.1141 -0.3655
H -3.4936 -0.3874 -0.2774
H -2.9067 0.9893 -0.0488
O 0.9549 1.8047 0.9191
H 1.7789 2.1669 0.5935
H 0.9098 2.0927 1.8309
O -0.0866 2.1559 -2.0401
H 0.4753 2.8845 -1.7762
H 0.5091 1.4114 -2.1239
O -0.6137 -2.3805 -1.1631
H -0.0695 -2.2930 -1.9457
H -0.8030 -3.3171 -1.1060
O 1.3095 -1.3407 1.6005
H 2.2225 -1.4381 1.3302
H 1.1735 -2.0379 2.2422
O -1.4507 0.2032 2.5324
H -0.5716 0.3094 2.8960
H -1.7830 -0.5976 2.9379
O 1.6132 0.0355 -1.7227
H 1.3809 -0.3526 -2.5664
H 2.4999 0.3729 -1.8498
```

Summary:
Relative energy (zero: lowest compared OMol25 entry of this formula, charge and spin) ... 14.43 kcal/mol
Total charge ... +1
Max |F| ... 0.60 eV Å⁻¹
Kohn-Sham gap ... 10.724 eV
E_HOMO ... -13.991 eV
E ... -697.2407 Ha
2S+1 ... 1